The following is a DFT calculation (the ωB97M-V functional and the def2-TZVPD basis) of a 13-piece molecular cluster, C39H100IN4O13P overall.

```
158
Properties=species:S:1:pos:R:3:mulliken_charge:R:1
C 5.0400 -0.2611 2.0320 -0.410
C 3.5833 -0.9642 1.7041 0.435
C 3.4636 -1.4000 0.1210 -0.659
C 3.3263 -0.0985 -0.9143 -0.719
N 2.2540 0.8766 -0.5590 0.530
P 1.1437 1.3310 -1.8382 0.113
I -0.4210 2.0527 -3.6649 -0.161
C 0.0974 2.4819 -0.6625 -1.008
C -1.5094 2.1726 -0.6935 -0.070
C -2.0386 2.4081 0.8774 -0.083
C -3.6838 2.6430 0.7365 -0.632
C -4.5555 1.8959 1.9085 -0.393
C -4.3956 0.2642 1.7067 0.254
C -5.6832 -0.4720 2.4067 -0.217
C -5.6747 -2.1006 2.2134 -0.800
C -4.2027 -2.7488 1.8740 -0.243
C -3.8819 -2.7578 0.2350 -0.015
O -3.5422 -4.0915 -0.2850 -0.437
C -3.4900 -3.9748 -1.7649 -0.261
C 2.4919 2.3340 -2.8301 -0.646
C 2.6804 3.8738 -2.2635 -0.536
C 3.2465 3.9780 -0.7315 0.191
C 4.8665 3.6012 -0.5873 -0.290
N 5.3539 4.4552 0.6023 -0.298
C 5.2180 3.6413 1.9043 0.020
N 6.3327 3.0208 2.4819 -0.610
N 3.9144 3.4864 2.6765 -0.286
C 0.5841 -0.4367 -2.2443 -0.719
C 0.1890 -1.4056 -1.0029 1.217
C 0.2863 -3.0499 -1.3022 -0.900
C -0.0561 -4.2126 -0.1923 -0.083
C -0.5719 -3.7939 1.3427 -1.049
C -0.6660 -2.1563 1.6493 -0.837
C -0.2935 -0.9992 0.5036 0.700
H 4.7859 0.7052 2.6844 -0.272
H 5.6923 -1.0422 2.6261 0.327
H 5.5810 0.0072 1.0198 0.172
H 3.5744 -1.9844 2.3235 -0.091
H 2.6655 -0.3406 2.0774 0.007
H 2.6768 -2.2407 -0.0817 -0.186
H 4.5220 -1.8802 -0.1553 0.429
H 4.3643 0.4786 -0.7752 0.065
H 3.3489 -0.4513 -2.0486 0.358
H 1.8460 0.7662 0.3879 -0.067
H 0.4432 2.4281 0.4536 0.416
H 0.2188 3.6260 -0.9823 -0.164
H -1.7727 1.0733 -1.0424 0.116
H -2.1459 2.9684 -1.3167 0.518
H -1.5935 3.4070 1.3370 0.289
H -1.8869 1.4699 1.5574 0.042
H -4.0509 2.1740 -0.2979 0.195
H -3.9796 3.7810 0.6893 0.196
H -5.7047 2.1352 1.6931 0.071
H -4.2518 2.2816 2.9743 0.327
H -4.3369 0.0109 0.5515 -0.076
H -3.3474 -0.0422 2.1832 -0.116
H -6.6488 -0.0488 1.8459 -0.024
H -5.6792 -0.1469 3.5443 0.299
H -6.4009 -2.3896 1.3313 0.305
H -6.0348 -2.5678 3.2300 0.303
H -4.2302 -3.8628 2.2881 0.385
H -3.3320 -2.2065 2.4849 -0.073
H -3.0556 -1.9426 -0.0429 -0.128
H -4.8787 -2.4126 -0.2990 0.529
H -3.6339 -2.8636 -2.1503 0.251
H -4.3136 -4.6904 -2.2456 0.191
H -2.4411 -4.3310 -2.1530 -0.043
H 2.0749 2.4648 -3.9419 0.434
H 3.5020 1.7607 -2.9475 0.389
H 3.5099 4.3687 -2.9641 0.461
H 1.6803 4.5050 -2.4174 0.082
H 2.6210 3.4101 0.0775 -0.407
H 3.1866 5.1326 -0.4330 0.287
H 5.4884 3.8750 -1.5421 0.326
H 5.0462 2.4866 -0.2632 0.073
H 6.4037 4.5779 0.5114 0.359
H 6.0317 2.5359 3.3783 0.309
H 3.2437 4.2638 2.4752 0.365
H 3.4835 2.5420 2.5277 0.021
H -0.3651 -0.3996 -2.9678 0.480
H 1.4155 -1.0068 -2.8842 0.390
H 0.6646 -3.4101 -2.3609 -0.016
H 0.0887 -5.3471 -0.5289 0.537
H -0.8177 -4.6209 2.1679 0.205
H -1.0114 -1.8579 2.7473 0.554
H -0.3479 0.1300 0.8006 -0.473
C -7.1459 -5.0100 -3.8840 -0.570
O -5.7933 -5.0935 -4.2937 -0.508
H -7.3061 -4.0540 -3.3801 0.226
H -7.7972 -5.0717 -4.7594 0.275
H -7.3690 -5.8260 -3.1923 0.290
H -5.6814 -5.9516 -4.7373 0.281
C 1.4806 -2.0409 4.5396 -0.502
O 0.6465 -0.9597 4.1657 -0.423
H 1.5425 -2.7461 3.7075 0.025
H 2.4806 -1.6671 4.7727 0.345
H 1.0561 -2.5452 5.4110 0.401
H 0.6107 -0.3510 4.9232 0.231
C 9.0629 -1.2591 3.1554 -0.587
O 7.8036 -0.8727 3.6742 -0.458
H 9.1000 -2.3488 3.0875 0.227
H 9.1950 -0.8294 2.1593 0.267
H 9.8552 -0.9105 3.8223 0.263
H 7.8002 0.0984 3.7229 0.274
C -8.5097 2.1267 0.1833 -0.537
O -8.2797 1.8498 1.5525 -0.483
H -7.6006 2.5489 -0.2513 0.206
H -8.7647 1.2012 -0.3388 0.265
H -9.3252 2.8478 0.0884 0.277
H -9.1031 1.4765 1.9108 0.285
C -11.1627 -5.2320 -3.6792 -0.545
O -10.3690 -4.4252 -4.5297 -0.483
H -11.0064 -6.2818 -3.9379 0.215
H -10.8679 -5.0673 -2.6399 0.255
H -12.2169 -4.9785 -3.8147 0.282
H -10.5284 -3.4999 -4.2766 0.288
C -2.9835 6.6325 -1.2133 -0.672
O -2.7546 5.2533 -0.9906 -0.326
H -3.7996 6.9659 -0.5680 0.220
H -2.0787 7.1964 -0.9734 0.282
H -3.2594 6.7929 -2.2583 0.279
H -2.0258 4.9862 -1.5764 0.182
C 4.1794 5.0689 6.5977 -0.542
O 3.3088 4.4898 5.6433 -0.508
H 3.6389 5.2005 7.5379 0.212
H 5.0343 4.4079 6.7608 0.236
H 4.5213 6.0421 6.2371 0.240
H 3.8158 4.3851 4.8202 0.336
C 3.0926 -5.4163 4.7945 -0.508
O 2.8485 -4.7759 6.0333 -0.513
H 2.1438 -5.5465 4.2689 0.147
H 3.7602 -4.7982 4.1891 0.228
H 3.5455 -6.3947 4.9721 0.359
H 3.7079 -4.6739 6.4766 0.297
C 2.6794 -6.4475 -0.5057 -0.471
O 1.8088 -7.0266 -1.4601 -0.513
H 2.1389 -6.3159 0.4345 0.167
H 3.5343 -7.1085 -0.3426 0.349
H 3.0213 -5.4743 -0.8663 0.225
H 2.3158 -7.1313 -2.2832 0.309
C 4.1047 7.9502 -1.9284 -0.405
O 5.1922 7.2350 -2.4855 -0.509
H 3.7078 8.6358 -2.6806 0.267
H 3.3219 7.2493 -1.6282 0.110
H 4.4485 8.5217 -1.0628 0.258
H 5.5233 6.6352 -1.7954 0.291
C 1.1706 -4.6416 -5.2669 -0.688
O 1.4005 -4.9185 -3.8977 -0.407
H 2.0796 -4.2194 -5.7015 0.233
H 0.9155 -5.5672 -5.7890 0.294
H 0.3550 -3.9205 -5.3618 0.282
H 0.5772 -5.2918 -3.5393 0.287
C 2.2515 4.2093 -6.5394 -0.346
O 1.4417 3.0598 -6.3742 -0.475
H 2.9619 4.0299 -7.3497 0.241
H 1.6222 5.0661 -6.7924 0.246
H 2.7992 4.4062 -5.6145 0.050
H 0.8219 3.2486 -5.6491 0.151
```

Properties
Frontier orbital gap = 8.329 eV
LUMO energy = 0.297 eV
HOMO energy = -8.03 eV